Entry P
Density functional theory data (ωB97M-V/def2-TZVPD) for a single C5H9NO2 molecule.

HOMO (eV): -9.61
HOMO-LUMO gap (eV): 10.23
SMILES string: [H]/N=C(/C)CC(=O)CO

The geometry in ORCA input format:
```
! wB97M-V def2-TZVPD RIJCOSX def2/J DEFGRID3
* xyz 0 1
H 1.8750 -0.8305 0.0855
H -0.9146 0.8011 2.1644
H -0.8404 0.9010 -1.9255
C -0.2333 -0.6595 -0.5050
H 0.0483 -2.9257 -0.0623
H 0.8262 0.7639 1.7108
C 1.1121 -1.3949 -0.4658
H -0.2090 -0.6478 1.7719
O 0.9597 -2.6492 0.1373
H -1.5943 3.1782 -0.2830
H 0.8837 1.0243 -1.3609
H 1.4337 -1.4914 -1.5106
C -0.1754 0.4003 1.4707
C -0.1447 0.7665 -1.0935
O -1.2720 -1.3169 -0.6082
N -1.2187 2.5177 0.3928
C -0.5361 1.5628 0.0814
*
```

=====

Entry Q
Density functional theory data (ωB97M-V/def2-TZVPD) for a single C5H9NO2 molecule.

HOMO (eV): -7.45
HOMO-LUMO gap (eV): 7.94
SMILES string: C/C(N)=C(/C)C(=O)O

The geometry in ORCA input format:
```
! wB97M-V def2-TZVPD RIJCOSX def2/J DEFGRID3
* xyz 0 1
C -0.0802 0.0241 0.8369
N 0.4895 -1.3844 -1.0240
C -1.2875 -0.4833 1.5640
H -2.2213 -0.0639 1.1692
H 0.5612 -1.5986 -2.0078
C -0.4120 0.7726 -1.6229
H 0.7498 -2.0882 -0.3497
O 1.7198 1.0195 -0.0828
H -1.4623 0.4988 -1.7638
O 1.2648 1.4479 2.3017
H 0.1005 0.6972 -2.5847
H -0.3650 1.7999 -1.2728
H 2.4838 0.4244 -0.0450
C 0.1741 -0.1522 -0.5882
C 0.8879 0.8610 1.3316
H -1.3793 -1.5744 1.5219
H -1.2239 -0.2004 2.6162
*
```

=====

Entry R
Density functional theory data (ωB97M-V/def2-TZVPD) for a single C5H9NO2 molecule.

HOMO (eV): -9.08
HOMO-LUMO gap (eV): 9.80
SMILES string: CC1(C)CC(=O)N1O

The geometry in ORCA input format:
```
! wB97M-V def2-TZVPD RIJCOSX def2/J DEFGRID3
* xyz 0 1
H -0.6637 2.0220 -1.0044
H 2.0178 0.6553 -1.1991
C 1.0017 0.0405 1.3206
O -3.0485 0.3478 0.0769
H 0.7174 0.0119 -2.2110
C 0.2265 0.1217 -0.1387
C -0.7265 1.3230 -0.1804
H 1.8546 0.7140 1.3338
H 1.6613 -1.0840 -1.1817
C -1.8600 0.3425 -0.1051
C 1.2251 -0.0892 -1.2515
H 0.3390 0.1640 2.1771
O -1.0068 -2.0502 0.2448
H 1.3514 -0.9869 1.3776
H -1.9001 -2.3462 0.0054
H -0.2396 1.5207 0.9014
N -0.9496 -0.7069 -0.1656
*
```

=====

Short version: entry Q is the most stable of them.

=====

Entry P
Density functional theory data (ωB97M-V/def2-TZVPD) for a single C5H9NO2 molecule.

HOMO (eV): -9.53
HOMO-LUMO gap (eV): 10.37
SMILES string: C[C@@H]1N=C[C@H](O)[C@H]1O

The geometry in ORCA input format:
```
! wB97M-V def2-TZVPD RIJCOSX def2/J DEFGRID3
* xyz 0 1
H -2.2908 0.9128 0.7943
C 0.9235 -1.3832 -0.3214
H 2.5341 -0.3404 1.3680
H -1.9841 -0.7789 1.3304
H 1.8701 0.2974 -1.3795
H -0.0449 2.2009 -1.1614
H -3.0475 -0.4964 -0.0180
H 0.2666 0.7092 1.1881
C -0.8932 -0.1589 -0.3323
O 2.6760 -0.0070 0.4637
N -0.3485 -1.5319 -0.3149
H -1.1140 -0.0022 -1.4182
C -2.1461 -0.1346 0.4705
H 1.5807 -2.1872 -0.1756
O 0.1777 2.1137 -0.2297
C 1.5462 0.0130 -0.3540
C 0.2942 0.7737 0.0900
*
```

=====

Entry Q
Density functional theory data (ωB97M-V/def2-TZVPD) for a molecular structure, C5H9NO2.

HOMO (eV): -9.48
HOMO-LUMO gap (eV): 10.24

The geometry in ORCA input format:
```
! wB97M-V def2-TZVPD RIJCOSX def2/J DEFGRID3
* xyz 0 1
N 0.5286 -0.4213 -0.2562
C -0.0687 1.8146 0.0448
H 0.4321 1.7969 0.9896
H 1.3380 -2.2845 -0.7481
H -0.5756 -1.9646 -1.0286
H -2.1179 -1.0068 0.0307
O 2.2067 -0.2096 1.2014
C -1.8909 0.0014 0.1671
C 0.3168 -1.9069 -0.3759
C 2.3657 0.1243 0.1282
H -1.9544 0.2120 1.2688
C -0.4420 0.3636 -0.1425
H -0.8930 2.4067 -0.1303
H 0.5957 2.1875 -0.7264
O 2.7847 0.4483 -0.9024
H -0.0022 -2.2206 0.7499
H -2.6237 0.6589 -0.2701
*
```

=====

Short version: entry P is the most stable of them.

=====

Entry P
Density functional theory data (ωB97M-V/def2-TZVPD) for a molecular structure, C5H9NO2.

HOMO (eV): -9.17
HOMO-LUMO gap (eV): 9.70

The geometry in ORCA input format:
```
! wB97M-V def2-TZVPD RIJCOSX def2/J DEFGRID3
* xyz 0 1
C -0.4302 -0.3352 0.1225
H 0.5176 -2.0753 -0.7737
C -0.4215 1.0085 0.9428
H 0.6172 0.4883 -1.3622
H -0.1182 2.5024 0.0554
H -2.2238 -0.1502 -1.2079
H -1.5956 -1.6799 -1.4708
N 2.4877 0.3637 -0.2701
C 0.6573 -1.2478 0.1288
O -0.7754 1.6742 -0.1649
O 1.5258 0.9808 -0.9924
H 0.6208 1.3090 1.4329
C 2.0065 -0.6631 0.5066
H -1.0188 1.0314 1.8117
H 2.5069 -1.2291 1.4670
H -2.5980 -1.1745 0.2319
C -1.7584 -0.8032 -0.4576
*
```

=====

Entry Q
Density functional theory data (ωB97M-V/def2-TZVPD) for a single C5H9NO2 molecule.

HOMO (eV): -7.85
HOMO-LUMO gap (eV): 8.68
SMILES string: C/C(N)=C\CC(=O)O

The geometry in ORCA input format:
```
! wB97M-V def2-TZVPD RIJCOSX def2/J DEFGRID3
* xyz 0 1
C -0.8297 -1.3635 0.7192
O 2.4849 1.4806 -0.7433
H 0.2832 -0.7875 -1.7117
N -1.6281 0.7609 1.5746
H 3.1990 -0.5903 -0.0007
H -0.4766 1.9130 -0.4313
O 2.3034 -0.7111 -0.3668
H -0.9485 -1.6650 1.7620
H 0.4298 0.9171 -2.4276
H -1.6657 -1.8111 0.1259
C 0.4593 0.2745 -1.5554
H 0.0840 -1.7648 0.3446
C -0.3704 0.8342 -0.4412
C -0.9006 0.1274 0.5797
C 1.8323 0.4742 -0.8085
H -2.3489 0.2041 2.0109
H -1.9074 1.7074 1.3695
*
```

=====

Short version: entry Q is the most stable of them.

=====

Entry P
Density functional theory data (ωB97M-V/def2-TZVPD) for a molecular structure, C5H9NO2.

HOMO (eV): -9.00
HOMO-LUMO gap (eV): 9.82

The geometry in ORCA input format:
```
! wB97M-V def2-TZVPD RIJCOSX def2/J DEFGRID3
* xyz 0 1
H 1.7725 1.0686 -0.9722
C -0.9655 0.4492 0.3399
O -1.4394 -1.5727 0.2246
C -2.1548 -0.3116 -0.2162
H 1.6097 1.6689 0.7104
H -3.1363 -0.1625 0.3041
C 1.1646 1.0258 0.0184
H 2.8873 -1.5228 0.0920
H -2.2493 -0.3149 -1.3479
C -0.2780 -0.8240 -0.0674
H -0.1204 -0.8429 -1.0973
H -0.3198 1.6980 -1.0959
H 1.3317 -0.6011 1.4994
H -1.1050 0.5526 1.4893
O 1.9710 -1.4015 -0.2593
N -0.1410 1.5867 -0.0340
C 1.1726 -0.4958 0.4121
*
```

=====

Entry Q
Density functional theory data (ωB97M-V/def2-TZVPD) for 2 unconnected molecules or ions with the total composition C5H9NO2.

HOMO (eV): -6.63
HOMO-LUMO gap (eV): 7.07

The geometry in ORCA input format:
```
! wB97M-V def2-TZVPD RIJCOSX def2/J DEFGRID3
* xyz 0 1
H -2.2965 0.8335 1.6102
H -0.4700 0.4757 2.3857
H 2.3246 0.0666 -2.4296
O -0.0597 -1.5089 -0.6119
H 0.5561 -1.4997 -1.8680
H -2.5484 -0.3970 0.1488
C -0.6510 -0.5640 1.6237
H -0.7102 -1.5225 2.1978
C 0.4264 -0.6388 0.3454
C -1.7570 0.1607 0.8219
N 1.2644 -0.2113 -1.9695
H 0.8990 1.3936 1.0321
O -1.1693 1.0810 -0.0383
C 1.3015 0.3281 -0.5578
C 0.1025 1.0288 0.2237
H 2.3210 0.7226 -0.2601
H 0.4666 0.2517 -2.6541
*
```

=====

Short version: entry P is the most stable of them.

=====

Entry P
Density functional theory data (ωB97M-V/def2-TZVPD) for a molecular structure, C5H9NO2.

HOMO (eV): -7.45
HOMO-LUMO gap (eV): 7.56

The geometry in ORCA input format:
```
! wB97M-V def2-TZVPD RIJCOSX def2/J DEFGRID3
* xyz 0 1
H 0.0757 0.1925 -2.3220
H -2.1499 -2.4064 -0.9529
N -0.7174 -0.0833 0.4268
H -0.6816 1.2994 2.0088
O -1.3455 -1.9900 -0.6215
H 1.8485 0.6929 1.4852
O 0.0518 1.8829 0.1338
H -1.9193 1.6642 0.7662
H 2.8528 0.0442 0.1876
C -1.6402 -0.8617 0.0310
C 0.8984 0.0157 -1.6449
H 1.8457 -0.3013 -2.0597
H 1.7728 -1.0355 1.0923
C -0.8892 1.3046 0.9235
C 0.8087 0.2440 -0.3342
C 1.8788 -0.0318 0.6725
H -2.6902 -0.6304 0.2076
*
```

=====

Entry Q
Density functional theory data (ωB97M-V/def2-TZVPD) for a single C5H9NO2 molecule.

HOMO (eV): -8.04
HOMO-LUMO gap (eV): 8.91
SMILES string: N/C=C/CCC(=O)O

The geometry in ORCA input format:
```
! wB97M-V def2-TZVPD RIJCOSX def2/J DEFGRID3
* xyz 0 1
C -0.6730 -1.6641 -0.7488
N -0.5502 -2.9680 -1.2137
H -1.3468 0.5067 0.9103
O -0.3165 3.0761 0.5014
O 0.9089 2.6199 -1.3039
C -0.2109 -1.2725 0.4468
H -1.3914 -1.0212 -1.2357
H -0.8188 -3.0829 -2.1723
H -0.0577 0.0569 2.0558
H -0.2271 3.9861 0.1852
H 1.5721 1.2295 1.2840
H 0.3394 -1.9161 1.1183
C -0.3256 0.1420 0.9990
H 0.2326 -3.5111 -0.8928
C 0.8350 1.0277 0.4969
H 1.5015 0.5124 -0.2099
C 0.5285 2.2787 -0.2207
*
```

=====

Entry R
Density functional theory data (ωB97M-V/def2-TZVPD) for a molecular structure, C5H9NO2.

HOMO (eV): -9.84
HOMO-LUMO gap (eV): 10.44

The geometry in ORCA input format:
```
! wB97M-V def2-TZVPD RIJCOSX def2/J DEFGRID3
* xyz 0 1
O 2.1866 -1.1617 0.3647
H 0.6914 -1.8362 -1.2681
H -3.2361 0.6954 0.3316
O -2.2327 -1.5579 -0.4320
H 2.7692 -0.8115 -0.2565
H -0.4333 1.5231 1.9411
C 0.7589 -1.3657 -0.1374
H 1.8719 1.4240 -0.6915
H -0.4289 -0.4155 1.9878
C 0.6856 1.3698 -0.9512
C 0.2327 0.1668 0.0281
H 0.6854 0.9143 -1.9517
H 0.0791 2.2854 -0.6802
H 0.1418 -2.0394 0.4007
C -0.3255 0.5855 1.2645
C -2.2670 -0.2860 -0.0190
N -1.1789 0.5096 0.0691
*
```

=====

Short version: entry Q is the most stable of them.

=====

Entry P
Density functional theory data (ωB97M-V/def2-TZVPD) for 2 unconnected molecules or ions with the total composition C5H9NO2.

HOMO (eV): -8.36
HOMO-LUMO gap (eV): 3.81

The geometry in ORCA input format:
```
! wB97M-V def2-TZVPD RIJCOSX def2/J DEFGRID3
* xyz 0 1
C -0.5142 1.6984 -0.0982
H -1.4025 2.2530 -0.3860
N 2.0835 0.4479 0.9692
C -1.8760 -0.4398 -0.1230
C -1.7681 -1.8562 0.1003
H 3.6009 -0.6980 0.1415
C 2.5334 -0.3784 0.0884
H 0.2410 -0.3779 -0.1461
H 2.7627 0.5964 1.7150
H -0.4320 1.7476 0.9828
H -0.8445 -2.3699 -0.1432
H -2.6450 -2.4218 0.4085
O -2.9474 0.1266 0.0120
H -0.4705 0.1537 -1.6094
O 1.9040 -0.8733 -0.8843
C -0.6116 0.2478 -0.5350
H 0.3865 2.1441 -0.4927
*
```

=====

Entry Q
Density functional theory data (ωB97M-V/def2-TZVPD) for a single C5H9NO2 molecule.

HOMO (eV): -9.83
HOMO-LUMO gap (eV): 10.54
SMILES string: CNC(=O)CCC=O

The geometry in ORCA input format:
```
! wB97M-V def2-TZVPD RIJCOSX def2/J DEFGRID3
* xyz 0 1
H -1.8835 -0.2827 -0.0295
C 0.3857 0.2883 1.3470
H -0.6139 1.4690 -0.1919
O 1.6061 -0.4127 -1.5726
O 2.1629 1.4629 2.3757
C 0.4922 -0.1931 -1.1251
H 2.5546 -0.3699 1.6704
H -2.3779 -1.7304 -0.8588
H 0.1351 -0.7740 1.3649
C 0.3061 0.8937 -0.0889
C 1.8238 0.4393 1.8386
H -0.4542 -1.4329 -2.3675
N -0.5935 -0.9124 -1.5178
C -1.9528 -0.7355 -0.9996
H -0.1642 0.9145 2.0468
H -2.5650 -0.1859 -1.6958
H 1.1383 1.5617 -0.1958
*
```

=====

Entry R
Density functional theory data (ωB97M-V/def2-TZVPD) for 2 unconnected molecules or ions with the total composition C5H9NO2.

HOMO (eV): -10.41
HOMO-LUMO gap (eV): 10.94
SMILES string: N#CC[C@@H]1C[C@@H]1O.O

The geometry in ORCA input format:
```
! wB97M-V def2-TZVPD RIJCOSX def2/J DEFGRID3
* xyz 0 1
H -0.3687 -1.6013 -0.0428
H 1.7100 0.4889 -2.4992
C -0.5903 -0.5239 -0.0547
H 1.1427 2.4129 -0.9595
O 0.1718 -2.1444 4.2052
C -0.9390 -0.1235 1.3157
H -1.4818 -0.3890 -0.6848
H -0.2876 -1.2923 4.1471
H 0.5416 -2.3030 3.3209
O -0.2487 0.0510 -2.9857
C 0.3843 1.6528 -1.1453
N -1.2280 0.2378 2.3772
C 0.5881 0.2553 -0.6037
C 0.7024 0.5321 -2.0802
H -0.6436 2.0241 -1.1552
H 1.5332 0.0589 -0.0940
H -0.9862 0.6636 -3.0610
*
```

=====

Short version: entry Q is the most stable of them.